DFT (ωB97M-V/def2-TZVPD) results for a 2-piece molecular cluster, C16H23N3O4S overall in a non-equilibrium geometry.

The electronic energy is -1486.798680 a.u. As for the multiplicity: 1. The LUMO energy is 0.2 eV. The calculation puts the gap between HOMO and LUMO at 8.49 eV. The HOMO energy comes out at -8.25 eV. The maximum force is 7.46 eV/Å.

Each atom is followed by the atoms it is bonded to, with distances in Å.
Geometry (Å):
1 C -0.87 -3.80 2.31  C2 1.545, C3 1.495, H19 1.130, N40 1.511
2 C -1.85 -4.64 3.16  C1 1.545, O43 1.233, O44 1.370
3 C -1.62 -3.03 1.27  C1 1.495, C4 1.509, H20 1.088, H21 1.090
4 C -0.67 -2.31 0.35  C3 1.509, C5 1.366, C6 1.467
5 C -0.51 -2.68 -0.95  C4 1.366, H22 1.026, N41 1.377
6 C 0.33 -1.24 0.49  C4 1.467, C7 1.431, C8 1.396
7 C 1.02 -1.09 -0.75  C6 1.431, C9 1.384, N41 1.417
8 C 0.66 -0.38 1.55  C6 1.396, C10 1.416, H24 1.048
9 C 2.01 -0.15 -0.93  C7 1.384, C11 1.439, H25 1.088
10 C 1.50 0.73 1.32  C8 1.416, C11 1.420, H26 1.028
11 C 2.33 0.74 0.16  C9 1.439, C10 1.420, H27 1.066
12 C 0.59 3.99 -1.32  C13 1.594, C14 1.577, H31 1.062, N42 1.453
13 C 0.31 5.52 -0.98  C12 1.594, O45 1.222, O46 1.332
14 C -0.43 3.08 -0.53  C12 1.577, C15 1.526, H32 1.126, H33 1.227
15 C -0.07 1.61 -0.72  C14 1.526, H34 1.049, H35 0.956, S47 1.888
16 C -1.28 1.14 -3.28  H36 1.101, H37 1.018, H38 1.101, S47 1.763
17 H -0.37 -5.58 1.43  N40 0.980
18 H 0.52 -4.34 0.72  N40 1.089
19 H -0.28 -3.09 2.95  C1 1.130
20 H -2.32 -2.36 1.77  C3 1.088
21 H -2.23 -3.71 0.69  C3 1.090
22 H -1.13 -3.33 -1.46  C5 1.026
23 H 0.49 -1.97 -2.56  N41 0.930
24 H 0.18 -0.34 2.48  C8 1.048
25 H 2.63 -0.20 -1.82  C9 1.088
26 H 1.71 1.36 2.10  C10 1.028
27 H 3.10 1.45 -0.01  C11 1.066
28 H -2.78 -4.28 4.89  O44 1.006
29 H 2.02 3.32 0.02  N42 1.029
30 H 2.49 3.26 -1.48  N42 0.921
31 H 0.46 3.90 -2.37  C12 1.062
32 H -0.39 3.32 0.57  C14 1.126
33 H -1.58 3.29 -0.90  C14 1.227
34 H -0.80 0.98 -0.31  C15 1.049
35 H 0.76 1.52 -0.25  C15 0.956
36 H -2.10 0.68 -2.70  C16 1.101
37 H -1.13 0.68 -4.18  C16 1.018
38 H -1.54 2.19 -3.48  C16 1.101
39 H 2.11 5.55 -0.80  O46 0.923
40 N 0.10 -4.74 1.64  C1 1.511, H17 0.980, H18 1.089
41 N 0.52 -2.08 -1.64  C5 1.377, C7 1.417, H23 0.930
42 N 1.96 3.76 -0.91  C12 1.453, H29 1.029, H30 0.921
43 O -2.32 -5.72 2.78  C2 1.233
44 O -2.07 -3.89 4.28  C2 1.370, H28 1.006
45 O -0.81 6.01 -0.97  C13 1.222
46 O 1.43 6.17 -0.69  C13 1.332, H39 0.923
47 S 0.23 0.85 -2.42  C15 1.888, C16 1.763